Record 1
{"formula": "CHBrF2O", "method": "the ωB97M-V functional and the def2-TZVPD basis", "homo_lumo_gap_ha": [0.3365, 0.2710], "homo_energy_ev": [-9.21, -8.87], "de_lowest_kj_mol": 514.0, "total_energy_ev": -78572.9392, "elements": ["C", "O", "F", "F", "Br", "H"], "xyz": [[0.7992, -0.1789, -0.0623], [-1.1571, 0.9690, 0.6678], [1.0352, -1.0220, 0.9018], [0.1324, -0.7365, -1.0685], [-2.3917, 0.4961, -0.2623], [1.5819, 0.4722, -0.1765]], "forces_ev_per_angstrom": [[-3.53, -1.73, 0.53], [4.94, 1.01, 2.62], [-0.26, -0.32, 0.14], [1.16, 0.62, 0.65], [-3.81, -1.46, -2.86], [1.50, 1.87, -1.08]], "mulliken_charge": [0.24, -0.45, -0.15, -0.18, 0.20, 0.35]}

Record 2
{"formula": "CH2Cl2FN", "method": "the ωB97M-V functional and the def2-TZVPD basis", "homo_lumo_gap_ha": 0.3410, "homo_energy_ev": -10.52, "de_lowest_kj_mol": 391.6, "total_energy_ev": -30317.5383, "elements": ["C", "N", "F", "Cl", "Cl", "H", "H"], "xyz": [[-0.6132, 0.0899, 0.1099], [0.5031, 0.2413, -0.5098], [-0.5847, -1.1447, 1.5817], [1.0323, -0.7332, -1.7963], [1.9365, 0.7818, 0.4519], [-0.9112, 1.1049, 0.6205], [-1.3627, -0.3401, -0.4580]], "forces_ev_per_angstrom": [[-1.77, 1.60, 4.85], [4.66, 0.44, -0.34], [0.01, 2.20, -2.73], [-0.33, -0.31, 0.14], [-1.69, -0.27, -0.87], [0.53, -2.55, -0.19], [-1.42, -1.10, -0.85]], "mulliken_charge": [0.07, -0.03, -0.55, 0.03, 0.02, 0.22, 0.23]}

Record 3
{"formula": "C26H50LaNP3Se", "method": "the ωB97M-V functional and the def2-TZVPD basis", "homo_lumo_gap_ha": [0.2559, 0.1507], "homo_energy_ev": [-15.79, -14.93], "total_charge": 3, "total_energy_ev": -123307.6994, "elements": ["La", "P", "P", "P", "H", "C", "C", "H", "C", "C", "C", "C", "C", "C", "C", "C", "C", "H", "H", "H", "H", "H", "H", "H", "H", "H", "H", "H", "H", "H", "H", "H", "H", "H", "H", "H", "H", "H", "H", "H", "H", "H", "H", "H", "H", "H", "C", "C", "C", "C", "C", "C", "Se", "H", "H", "H", "H", "H", "H", "C", "N", "C", "C", "C", "C", "C", "C", "C", "C", "H", "H", "H", "H", "H", "H", "H", "H", "H", "H", "H", "H", "H"], "xyz": [[1.3874, 0.2980, -0.6727], [-0.9591, -0.1251, 1.5016], [1.7286, -2.7395, -0.8481], [-1.3130, -0.7908, -1.9396], [-0.5242, 4.6007, -0.8558], [-1.5834, 4.3292, -0.9784], [-2.2331, 3.6981, 0.0120], [-1.7284, 3.4637, 0.9566], [-0.6862, 0.6229, 3.1659], [-1.2670, -1.8779, 2.0184], [-2.7108, 0.4245, 1.2875], [2.6658, -3.1409, -2.3878], [2.9307, -3.3815, 0.3868], [0.5549, -4.1616, -0.8831], [-2.4249, 0.6386, -2.2667], [-2.5700, -2.0680, -1.5046], [-1.0857, -1.3588, -3.6803], [-2.0500, 4.5728, -1.9372], [-3.3113, 3.4563, -0.0530], [0.2791, 1.1399, 3.1722], [-0.6940, -0.1540, 3.9439], [-1.4833, 1.3493, 3.3784], [-0.3091, -2.3665, 2.2503], [-1.7627, -2.4323, 1.2078], [-1.9077, -1.8823, 2.9156], [-2.7200, 1.3961, 0.7738], [-3.1644, 0.5419, 2.2840], [-3.3035, -0.3029, 0.7186], [3.2946, -4.0226, -2.2018], [3.2937, -2.2838, -2.6686], [1.9684, -3.3495, -3.2098], [3.5269, -4.1839, -0.0725], [2.3983, -3.7799, 1.2625], [3.5981, -2.5690, 0.7065], [1.1150, -5.1015, -1.0177], [-0.1554, -4.0519, -1.7153], [0.0004, -4.2125, 0.0652], [-2.8605, 0.5253, -3.2688], [-1.8524, 1.5740, -2.2245], [-3.2311, 0.6809, -1.5247], [-3.1637, -2.2849, -2.4056], [-3.2473, -1.7267, -0.7133], [-2.0675, -2.9915, -1.1880], [-2.0749, -1.4693, -4.1490], [-0.5675, -2.3261, -3.6843], [-0.4767, -0.6266, -4.2353], [2.0795, 1.9276, -4.2564], [1.4793, 3.0973, -3.7352], [1.5337, 4.2870, -4.4698], [2.1988, 4.3451, -5.7054], [2.8587, 3.2046, -6.1813], [2.8210, 2.0215, -5.4565], [1.8827, 0.2048, -3.4687], [2.1242, 2.2921, 0.3397], [0.9593, 3.0590, -2.7807], [1.0445, 5.1744, -4.0812], [2.2086, 5.2748, -6.2823], [3.3962, 3.2416, -7.1317], [3.3397, 1.1375, -5.8160], [2.2778, -0.0692, 5.4566], [2.9786, -1.1992, 4.7999], [2.7263, -2.4747, 5.5180], [2.7347, -1.3424, 3.3015], [3.0321, -0.0377, 2.5983], [4.1930, 0.6682, 3.0001], [4.3952, 2.0193, 2.6378], [3.4491, 2.6977, 1.9201], [2.1964, 1.9916, 1.4059], [2.2163, 0.4946, 1.6275], [1.2015, -0.1347, 5.2709], [2.6732, 0.8774, 5.0915], [2.4692, -0.1411, 6.5339], [3.9834, -0.9966, 4.8662], [1.6698, -2.7389, 5.3989], [3.3571, -3.2498, 5.0762], [2.9688, -2.3402, 6.5790], [3.3870, -2.1647, 2.9807], [1.7071, -1.7082, 3.2048], [4.9564, 0.1280, 3.5748], [5.3638, 2.4622, 2.9113], [3.5706, 3.7123, 1.5486], [1.2672, 2.4401, 1.8412]], "forces_ev_per_angstrom": [[-2.26, -0.61, 1.88], [-0.84, -0.15, 0.53], [0.47, -1.58, -0.30], [-0.90, -0.20, -1.02], [-0.50, -0.01, -0.07], [0.08, -0.60, 0.41], [-0.05, 0.36, -0.48], [-0.21, 0.19, -0.30], [0.41, 0.38, -0.02], [0.23, 0.01, -0.25], [-0.03, 0.09, -0.12], [0.00, 0.48, -0.06], [0.12, 0.25, 0.24], [-0.33, 0.26, 0.16], [0.17, 0.23, 0.04], [0.17, -0.21, 0.34], [0.42, 0.12, 0.03], [0.06, 0.01, 0.43], [0.77, 0.15, -0.01], [-0.22, -0.11, 0.29], [-0.05, 0.25, -0.24], [0.32, -0.23, 0.01], [-0.29, 0.02, -0.03], [0.18, 0.12, 0.30], [0.20, -0.03, -0.39], [-0.15, -0.38, 0.19], [0.06, -0.10, -0.41], [0.18, 0.29, 0.13], [-0.21, 0.27, -0.17], [0.02, -0.41, -0.08], [0.20, 0.10, 0.16], [-0.21, 0.23, 0.27], [0.15, 0.14, -0.22], [-0.03, -0.31, -0.04], [-0.11, 0.40, 0.04], [0.21, -0.07, 0.27], [0.08, -0.04, -0.31], [0.05, 0.09, 0.31], [-0.30, -0.06, -0.06], [0.24, 0.07, -0.17], [0.16, 0.11, 0.34], [0.23, -0.18, -0.18], [-0.28, 0.18, -0.04], [0.39, 0.04, 0.09], [-0.08, 0.16, -0.15], [-0.39, -0.38, 0.02], [0.14, -0.42, 0.29], [0.01, 0.56, -0.48], [-0.14, -0.57, 0.59], [0.02, -0.26, 0.13], [0.13, -0.14, -0.02], [-0.05, -0.07, -0.47], [0.94, 1.25, -2.28], [0.02, 0.35, -0.18], [-0.09, 0.12, -0.16], [0.07, -0.10, -0.03], [0.00, -0.37, 0.24], [-0.14, -0.03, 0.36], [-0.12, 0.15, -0.07], [-0.30, 0.37, 0.45], [0.60, 0.03, -0.47], [-0.05, -0.40, 0.10], [0.18, -0.55, 0.06], [0.51, 0.85, 0.37], [-0.45, -0.64, 0.46], [0.20, 0.47, -0.54], [0.04, -0.27, -0.37], [1.31, 0.03, 1.11], [-0.79, -0.42, -0.22], [0.27, -0.08, -0.01], [-0.11, -0.12, -0.05], [-0.09, 0.04, -0.30], [-0.25, -0.07, 0.23], [0.24, 0.08, 0.09], [-0.13, 0.07, 0.15], [-0.08, -0.10, -0.35], [-0.01, 0.16, 0.15], [0.10, 0.40, -0.17], [-0.09, 0.45, -0.20], [-0.67, 0.09, -0.17], [0.22, -0.02, 0.52], [0.43, -0.14, -0.11]], "mulliken_charge": [0.95, 0.66, 0.59, 0.79, 0.25, -0.55, -0.51, 0.26, -1.17, -1.32, -0.85, -1.33, -1.20, -1.30, -1.14, -1.40, -1.55, 0.30, 0.32, 0.18, 0.30, 0.54, 0.12, 0.30, 0.54, -0.30, 0.58, 0.37, 0.46, 0.41, 0.31, 0.58, 0.35, 0.26, 0.48, 0.31, 0.35, 0.48, 0.07, 0.44, 0.49, 0.44, 0.22, 0.57, 0.29, 0.51, 0.64, 0.12, -0.64, -0.43, -0.62, -0.37, -0.14, 0.25, 0.01, 0.41, 0.42, 0.40, 0.41, -0.61, -0.05, -0.80, -0.26, 1.56, -0.78, -0.65, -1.06, -0.33, -0.30, 0.23, 0.27, 0.41, 0.40, 0.37, 0.36, 0.36, 0.56, -0.23, 0.44, 0.46, 0.51, 0.22]}

Record 4
{"formula": "C3H3AlO", "method": "the ωB97M-V functional and the def2-TZVPD basis", "homo_lumo_gap_ha": [0.2932, 0.2593], "homo_energy_ev": [-21.04, -19.97], "de_lowest_kj_mol": 55.6, "total_charge": 2, "total_energy_ev": -11777.3697, "elements": ["H", "O", "C", "C", "C", "H", "H", "Al"], "xyz": [[1.2226, 0.9856, -1.0768], [-0.7587, -0.2895, -1.2540], [1.0582, 0.1633, -0.3725], [0.1064, 0.3025, 0.6467], [-1.1330, 0.0172, -0.0505], [1.8402, -0.5985, -0.3001], [0.2633, 0.0084, 1.6859], [-2.5989, -0.5890, 0.7214]], "forces_ev_per_angstrom": [[-0.12, -0.23, -0.20], [0.07, 0.23, 1.28], [1.03, 0.72, -1.18], [-2.41, -1.32, 0.73], [6.38, 1.96, -2.71], [-0.04, -0.06, -0.22], [0.28, 0.44, 0.07], [-5.19, -1.74, 2.23]], "mulliken_charge": [0.31, -0.26, -0.01, -0.19, 0.60, 0.31, 0.41, 0.82]}

Record 5
{"formula": "C4H2Cl2FNO", "method": "the ωB97M-V functional and the def2-TZVPD basis", "homo_lumo_gap_ha": 0.3643, "homo_energy_ev": -10.04, "de_lowest_kj_mol": 4.0, "total_energy_ev": -35475.5670, "elements": ["C", "C", "C", "C", "N", "O", "F", "Cl", "Cl", "H", "H"], "xyz": [[2.2392, -0.6511, -0.2834], [1.5712, 0.3315, 0.5666], [1.2706, -1.5892, -0.4266], [1.0146, -3.1934, -1.8820], [0.3378, -0.0951, 0.7753], [0.1405, -1.2561, 0.1718], [1.6527, -2.7820, -2.9772], [-0.7351, -3.2124, -2.1149], [1.6790, -4.5563, -1.1011], [3.0416, -0.6452, -0.9038], [1.9869, 1.3338, 0.7525]], "forces_ev_per_angstrom": [[-3.20, -0.12, 1.51], [0.25, -1.42, -2.00], [-0.11, -2.58, -3.37], [-0.38, 3.85, 2.72], [0.25, 3.25, 1.95], [0.50, -1.37, -0.47], [-0.18, -0.53, 0.55], [0.89, -0.21, -0.06], [0.16, -0.46, -0.34], [2.62, 0.31, -1.05], [-0.80, -0.71, 0.56]], "mulliken_charge": [-0.46, -0.19, 0.18, 0.48, -0.39, -0.07, -0.15, -0.09, -0.07, 0.42, 0.35]}

Record 6
{"formula": "C22H48N4O18Zr2", "method": "the ωB97M-V functional and the def2-TZVPD basis", "homo_lumo_gap_ha": 0.0576, "homo_energy_ev": -23.12, "total_charge": 6, "total_energy_ev": -68871.9007, "elements": ["Zr", "Zr", "O", "C", "C", "O", "H", "H", "H", "H", "C", "N", "O", "O", "H", "H", "H", "C", "N", "O", "O", "H", "H", "H", "C", "N", "O", "O", "H", "H", "H", "C", "N", "O", "O", "H", "H", "H", "O", "C", "O", "C", "C", "C", "H", "H", "H", "H", "H", "H", "H", "H", "O", "C", "O", "C", "C", "C", "H", "H", "H", "H", "H", "H", "H", "H", "O", "C", "O", "C", "C", "C", "H", "H", "H", "H", "H", "H", "H", "H", "O", "C", "O", "C", "C", "C", "H", "H", "H", "H", "H", "H", "H", "H"], "xyz": [[-1.9279, 0.4402, 4.2566], [-0.3079, 3.9295, 2.4275], [0.1260, 2.4614, 1.1054], [-0.0848, 1.1831, 0.5322], [-0.2970, -0.0940, 1.3547], [-1.1042, -0.1154, 2.4933], [0.7136, 1.0312, -0.2014], [-0.9750, 1.2778, -0.1036], [0.6686, -0.5888, 1.5439], [-0.6876, -0.8546, 0.6602], [-0.2973, -4.0997, -1.3399], [-1.7261, -4.3864, -1.0120], [-2.5507, -3.4910, -1.1397], [-1.9854, -5.4493, -0.5029], [-0.1153, -3.1170, -0.9132], [-0.2584, -4.0010, -2.4265], [0.3268, -4.9223, -1.0103], [0.0652, 0.0390, -4.8058], [0.8983, 0.0334, -3.5584], [1.6586, 0.9765, -3.4169], [0.7266, -0.8579, -2.7433], [0.7463, -0.1027, -5.6414], [-0.5020, 0.9633, -4.8351], [-0.6560, -0.7719, -4.7720], [-3.3803, 0.6308, -1.7323], [-2.9479, 0.4489, -3.1351], [-2.6064, 1.4270, -3.7849], [-3.1103, -0.6473, -3.6274], [-2.9225, 1.5116, -1.2954], [-3.0710, -0.2798, -1.2193], [-4.4656, 0.6891, -1.6924], [3.2754, -1.4047, -0.6475], [3.9087, -2.2372, -1.6834], [4.4124, -3.2717, -1.3725], [3.8956, -1.7979, -2.8298], [3.4851, -1.8159, 0.3381], [2.1958, -1.3569, -0.7691], [3.6632, -0.3937, -0.7251], [-3.4068, -1.0263, 3.6320], [-4.1247, -1.9277, 3.0536], [-5.3731, -1.7882, 2.8850], [-6.1938, -0.7742, 3.5318], [-7.5706, -1.3207, 3.8519], [-3.5199, -3.1057, 2.3431], [-6.3607, 0.0143, 2.7895], [-5.7811, -0.2494, 4.3952], [-8.0678, -0.7574, 4.6438], [-7.5658, -2.3681, 4.1511], [-8.2744, -1.2052, 3.0276], [-2.4979, -2.7680, 2.1621], [-3.9264, -3.3088, 1.3501], [-3.7339, -3.9905, 2.9458], [-1.3534, -2.1352, 4.6803], [-1.0500, -3.3382, 4.8644], [-0.2298, -3.9519, 4.0786], [0.5764, -3.2551, 3.1255], [1.6300, -2.3886, 3.7717], [-1.9251, -4.2821, 5.6482], [-0.0585, -2.7214, 2.4120], [1.1051, -4.0572, 2.6145], [2.1173, -1.7006, 3.0783], [2.4108, -2.9824, 4.2518], [1.2801, -1.8049, 4.6316], [-2.3948, -4.9324, 4.9115], [-2.7016, -3.6425, 6.0613], [-1.3647, -4.8249, 6.4039], [-0.3139, 5.2484, 0.7030], [-0.0827, 6.0765, -0.2536], [0.0400, 5.7250, -1.4597], [0.1324, 4.3494, -1.9352], [-0.5420, 4.2911, -3.2818], [-0.1541, 7.5495, -0.0810], [-0.3493, 3.6665, -1.2205], [1.1660, 4.0006, -1.9307], [-0.7095, 3.2701, -3.6243], [0.1524, 4.7071, -4.0166], [-1.4701, 4.8498, -3.3662], [-1.1608, 7.9448, -0.2432], [0.4748, 7.9745, -0.8644], [0.2304, 7.8821, 0.8814], [6.0128, 2.1164, -0.8945], [5.3908, 2.0088, -1.9354], [5.8836, 1.7958, -3.0981], [7.3427, 1.6863, -3.1509], [7.7872, 0.2281, -3.2040], [3.8768, 2.4074, -1.9803], [7.7866, 2.0954, -2.1861], [7.7343, 2.2437, -3.9979], [7.4554, -0.3451, -2.3447], [8.8789, 0.1965, -3.2884], [7.3492, -0.1270, -4.1762], [3.8891, 3.4541, -1.6584], [3.1706, 1.8031, -1.4308], [3.5967, 2.5083, -3.0330]], "forces_ev_per_angstrom": [[0.19, -6.35, -5.60], [0.97, -1.81, -5.09], [-0.68, 2.09, 3.95], [-1.26, 0.18, -1.18], [1.45, -1.14, -0.67], [-1.26, 2.59, 3.84], [0.18, -0.33, 0.34], [-0.01, 0.26, 0.19], [0.00, 0.55, 0.87], [-0.50, 0.51, -0.17], [-0.67, 0.19, -0.97], [0.37, -0.23, 0.94], [0.16, 0.09, -0.15], [-0.15, 0.08, -0.28], [0.28, -0.12, 0.16], [0.07, -0.08, 0.03], [-0.02, 0.03, 0.21], [-0.32, -0.58, -0.23], [-0.71, 0.12, -0.16], [0.06, -0.30, 0.30], [0.28, 0.35, 0.00], [0.00, 0.29, -0.06], [0.40, 0.27, -0.13], [0.23, -0.21, 0.20], [0.25, -0.57, 0.57], [-1.13, 0.17, -1.19], [0.41, -0.06, 0.66], [0.46, 0.10, 0.48], [-0.03, 0.19, -0.27], [-0.06, 0.01, 0.05], [-0.02, 0.10, -0.30], [-0.39, 0.49, 0.93], [-0.30, 0.19, 0.22], [0.20, -0.38, -0.15], [0.07, 0.15, -0.13], [0.37, -0.20, -0.17], [0.05, -0.22, -0.58], [0.16, -0.05, -0.11], [0.74, 2.53, 1.19], [-0.94, 0.25, -1.77], [0.58, -0.18, 1.02], [-1.87, 1.71, -0.13], [-0.71, -0.37, -0.03], [0.36, 1.06, 0.18], [0.42, -0.20, -0.20], [0.78, -0.81, 0.07], [0.48, 0.07, 0.23], [0.12, 0.02, 0.07], [0.33, -0.26, -0.29], [0.36, -0.98, 0.48], [-0.63, 0.33, 0.19], [0.67, -0.15, 0.04], [0.72, 1.65, 0.77], [-1.75, -0.30, -1.09], [0.74, -0.22, 0.28], [0.74, -0.04, -0.21], [0.38, 0.39, 1.13], [0.16, 1.38, 0.00], [-0.14, -0.03, 0.19], [-0.30, -0.06, -0.22], [-0.05, -0.14, -0.15], [0.04, -0.23, -0.39], [-0.37, 0.15, -0.34], [0.25, -0.38, 0.14], [-0.01, -0.32, 0.51], [-0.14, -0.23, 0.02], [0.06, -1.63, 2.37], [-1.51, 1.37, -0.12], [0.88, -0.72, -0.04], [-1.11, -1.38, 0.35], [0.98, 0.21, -0.94], [1.00, 0.15, 0.07], [-0.26, 0.51, 0.09], [0.21, 0.69, -0.26], [-0.10, -0.09, 0.36], [-0.21, 0.17, -0.06], [-0.09, -0.04, 0.34], [-0.15, -0.29, 0.08], [-0.09, 0.17, 0.02], [-0.19, -0.07, 0.11], [0.34, -0.14, -0.20], [-1.11, 0.47, -0.40], [0.89, 0.67, -0.19], [-0.04, -1.12, -0.92], [0.56, 0.68, 0.72], [0.36, 0.97, -0.38], [-0.40, -0.20, 0.74], [-0.47, 0.18, -0.11], [-0.03, -0.17, -0.08], [-0.09, -0.29, -0.16], [0.07, 0.06, -0.06], [-0.01, -0.21, 0.55], [0.28, -0.23, 0.19], [0.21, -0.69, -0.11]], "mulliken_charge": [1.38, 1.47, -0.24, 0.95, -0.21, -0.04, -0.18, -0.37, -0.04, 0.19, -0.52, 0.91, -0.45, -0.40, -0.05, 0.39, 0.35, -0.88, 0.77, -0.44, -0.35, 0.35, 0.28, 0.36, -0.57, 0.96, -0.48, -0.44, 0.15, 0.10, 0.41, -0.33, 1.03, -0.40, -0.41, 0.48, 0.01, -0.09, -0.34, 0.63, -0.15, -0.22, -1.17, -0.27, 0.31, 0.23, 0.37, 0.35, 0.34, -0.36, 0.44, 0.30, -0.37, 0.54, -0.29, 0.63, -1.12, -1.05, -0.47, 0.39, 0.22, 0.43, 0.24, 0.32, 0.34, 0.39, -0.53, 0.76, -0.18, 0.67, -1.08, -1.01, -0.21, -0.06, 0.14, 0.40, 0.41, 0.34, 0.37, 0.40, -0.33, 0.73, -0.24, -0.24, -0.80, -0.46, 0.36, 0.40, 0.30, 0.43, 0.34, 0.46, -0.10, 0.41]}